*a*
Molecular formula: C2HClO
Method: DFT, the ωB97M-V functional and the def2-TZVPD basis

Bonds (Å) are listed after each position.
Element x y z (Å)
1 Cl -0.591 1.366 -1.065  C3 1.590
2 O 2.421 1.539 -0.103  C4 1.128
3 C -1.332 0.747 0.198  Cl1 1.590, H5 1.108
4 C 2.474 0.652 -0.797  O2 1.128
5 H -0.565 0.429 0.932  C3 1.108

The HOMO-LUMO gap is 8.17 eV. The spin multiplicity is 1. The total charge is 0.



*b*
Molecular formula: C2HClO
Method: DFT, the ωB97M-V functional and the def2-TZVPD basis

Bonds (Å) are listed after each position.
Element x y z (Å)
1 Cl 1.382 1.248 0.638  C3 1.782
2 O -1.899 -0.374 0.582  C4 1.227
3 C 0.544 -0.051 -0.248  Cl1 1.782, C4 1.378, H5 1.105
4 C -0.764 -0.156 0.173  O2 1.227, C3 1.378
5 H 0.738 -0.668 -1.144  C3 1.105

The HOMO-LUMO gap is 9.20 eV. The spin multiplicity is 1. Its SMILES is O=C=CCl. The total charge is 0.



Of them, *a* has the lowest stability.



*a*
Molecular formula: C4H5ClS
Method: DFT, the ωB97M-V functional and the def2-TZVPD basis

Bonds (Å) are listed after each position.
Element x y z (Å)
1 Cl -1.893 -0.418 -0.459  C5 1.818
2 S 0.809 1.562 -0.360  C3 1.824, H11 1.374
3 C 0.570 0.113 0.721  S2 1.824, C4 1.482, C5 1.514, H10 1.095
4 C 1.228 -1.044 0.068  C3 1.482, C6 1.182
5 C -0.886 -0.160 1.032  Cl1 1.818, C3 1.514, H7 1.069, H8 1.111
6 C 1.993 -1.851 -0.334  C4 1.182, H9 1.059
7 H -1.030 -1.048 1.609  C5 1.069
8 H -1.285 0.712 1.594  C5 1.111
9 H 2.555 -2.641 -0.758  C6 1.059
10 H 1.049 0.139 1.705  C3 1.095
11 H 0.521 2.599 0.495  S2 1.374

The HOMO-LUMO gap is 10.10 eV. The spin multiplicity is 1. Its SMILES is C#C[C@@H](S)CCl. The total charge is 0.



*b*
Molecular formula: C4H5ClS
Method: DFT, the ωB97M-V functional and the def2-TZVPD basis

Bonds (Å) are listed after each position.
Element x y z (Å)
1 Cl 3.480 1.505 0.202  C5 1.695
2 S 3.468 -1.580 0.217  C5 1.599
3 C -0.732 0.238 1.004  C4 1.416, H8 1.054, H10 1.068
4 C 0.206 -0.411 0.166  C3 1.416, C6 1.398, H7 1.054
5 C 3.078 -0.089 -0.210  Cl1 1.695, S2 1.599
6 C 0.718 -0.076 -1.091  C4 1.398, H9 1.117, H11 1.098
7 H 0.621 -1.334 0.463  C4 1.054
8 H -0.917 0.024 2.019  C3 1.054
9 H 0.772 0.983 -1.443  C6 1.117
10 H -1.277 1.025 0.531  C3 1.068
11 H 1.169 -0.876 -1.694  C6 1.098

The HOMO-LUMO gap (spin up / spin down) is 7.09 / 7.18 eV. The spin multiplicity is 1. The total charge is 0.



*c*
Molecular formula: C4H5ClS
Method: DFT, the ωB97M-V functional and the def2-TZVPD basis

Bonds (Å) are listed after each position.
Element x y z (Å)
1 Cl 2.340 -0.701 -0.175  C5 1.796
2 S -2.394 -0.143 -0.157  C4 1.778, C6 1.793
3 C 0.172 0.999 0.077  C4 1.441, C5 1.341, H9 1.069
4 C -0.664 0.000 -0.539  S2 1.778, C3 1.441, C6 1.509, H10 1.094
5 C 1.507 0.871 0.075  Cl1 1.796, C3 1.341, H8 1.095
6 C -1.012 -1.161 0.359  S2 1.793, C4 1.509, H7 1.081, H11 1.096
7 H -0.924 -2.158 -0.051  C6 1.081
8 H 2.213 1.693 0.231  C5 1.095
9 H -0.192 1.970 0.335  C3 1.069
10 H -0.363 -0.271 -1.556  C4 1.094
11 H -0.683 -1.100 1.402  C6 1.096

The HOMO-LUMO gap is 9.93 eV. The spin multiplicity is 1. Its SMILES is Cl/C=C\[C@H]1CS1. The total charge is 0.



Of them, *b* has the lowest stability.